Record 1
Entry from OMol25: 2 unconnected molecules or ions with the total composition C5H16N2O in a non-equilibrium geometry (wB97M-V/def2-TZVPD).

```
24
Properties=species:S:1:pos:R:3:forces:R:3:mulliken_charge:R:1
H 1.85302 1.03126 1.28949 0.09 0.07 0.00 0.365
O 0.10023 -1.96597 -0.54105 0.03 0.09 -0.07 -0.534
H -2.14248 1.81197 1.19232 0.07 0.09 0.08 0.328
C -2.61546 -0.28782 0.89523 -0.17 0.01 0.02 -0.854
H 2.10300 -1.45409 -0.58430 -0.31 0.37 0.04 0.430
H 1.41994 -2.31965 1.54784 0.02 0.14 -0.12 0.276
N 0.80554 0.36744 -0.37563 1.74 -2.95 0.36 -0.099
H -2.39241 -1.06376 0.16390 -0.03 -0.11 0.05 0.199
H 1.56226 2.25634 0.05491 0.11 0.06 -0.12 0.356
C -1.98335 1.02166 0.46186 2.52 -0.75 -0.16 -0.324
N 1.31649 -1.33406 1.32714 -0.11 0.23 -0.05 -0.635
H -0.17988 0.07514 -2.19442 -0.03 -0.03 -0.09 0.360
H -2.19829 -0.60912 1.85395 -0.12 -0.07 -0.02 0.201
H -0.78899 0.77448 0.31223 -3.24 1.14 0.39 0.136
H 0.57159 1.64210 -1.99460 0.07 0.01 -0.08 0.385
H -2.38743 1.35736 -0.49121 0.00 0.07 -0.14 0.249
C 0.70788 0.57734 -1.81141 -0.11 -0.14 0.32 -1.279
H 0.05652 -1.93624 -1.50240 0.05 -0.01 -0.03 0.328
H 2.82488 0.99157 -0.18749 0.08 0.23 -0.03 0.367
C 1.15844 -1.15560 -0.07834 -0.51 1.74 -0.50 -0.100
H 1.59721 0.21754 -2.34955 0.01 0.12 -0.08 0.390
H 0.48259 -0.99432 1.79540 -0.04 -0.06 0.02 0.235
H -3.69996 -0.21663 0.99756 -0.03 -0.06 0.08 0.352
C 1.82866 1.21308 0.21860 -0.08 -0.18 0.11 -1.130
```
Positions in Å, forces in eV/Å.

Summary:
- Relative energy (zero: lowest compared OMol25 entry of this formula, charge and spin): 135.9 kJ/mol
- Structure (SMILES): CN(C)[C@@H](N)O.CC
- LUMO energy: 0.80 eV
- Frontier orbital gap: 9.2409 eV
- Highest occupied orbital energy: -8.44 eV


Record 2
Entry from OMol25: 6 unconnected molecules or ions with the total composition C17H35NO15S3 in a non-equilibrium geometry (wB97M-V/def2-TZVPD).

```
71
Properties=species:S:1:pos:R:3:forces:R:3:mulliken_charge:R:1
H -4.55903 2.48601 -0.93873 0.03 0.05 0.11 0.392
H 1.68357 0.38559 -7.31475 0.16 -0.05 0.37 0.288
H 0.75035 2.32222 -6.33086 -0.01 0.02 0.12 0.278
H -0.43774 -1.78044 1.39861 0.05 -0.26 -0.07 -0.332
S -4.05453 1.28178 1.91191 0.41 0.43 -0.23 0.941
C 0.09229 1.45690 -6.24076 0.23 0.04 -0.17 -0.442
O -3.43661 -2.29659 -1.48779 -0.73 0.06 0.27 -0.593
H 3.39460 3.06943 1.76249 0.09 -0.05 -0.17 0.418
O -3.69801 2.82386 1.78504 -0.50 0.22 0.02 -0.367
S -2.06467 -1.98847 -1.59143 0.84 -0.25 -0.30 1.089
H -3.20807 4.10049 0.22754 -0.22 0.04 0.19 0.316
H 1.28009 0.02604 4.14330 0.12 -0.31 -0.02 0.311
C 5.22211 1.55815 -1.38644 0.40 -0.17 -0.04 -0.347
H 0.65397 -2.69711 4.45920 0.07 -0.12 0.01 0.279
H 1.62066 -0.99629 -5.42484 -0.12 0.14 0.25 0.022
O -1.83083 -0.45412 -1.25514 -0.12 0.08 -0.15 -0.173
C -1.22892 -1.58179 0.68904 -0.48 0.65 -0.13 0.298
O 4.31073 1.64719 -2.48615 -0.20 0.19 0.17 -0.354
O -2.93636 0.60271 2.46158 0.29 -0.39 0.11 -0.316
O -1.36810 -2.34744 -2.77393 0.08 -0.06 -0.03 -0.566
H -0.11367 -0.61354 -3.76090 0.26 0.30 0.10 0.080
H 0.35986 -1.86739 -6.17904 -0.54 0.16 -0.04 0.414
H -1.75847 -4.56184 4.41610 -0.19 0.02 0.13 0.287
H 6.22759 1.54013 -1.80584 -0.02 0.14 -0.03 0.297
H -0.31711 -4.65488 5.44334 -0.13 -0.08 0.03 0.349
O -0.04089 1.14063 -4.87060 0.08 0.32 0.55 -0.372
C -1.72692 -3.06085 6.00982 -0.58 -0.03 0.03 -0.624
H -1.34794 -0.45987 -4.98430 0.03 0.06 -0.05 0.171
C -3.05338 3.07092 0.53509 0.85 -0.24 -0.30 0.063
H 1.20135 -0.82724 2.53965 -0.18 -0.29 0.30 0.194
O -5.32521 1.14935 2.50395 -0.53 -0.07 0.24 -0.604
H 2.88256 1.24941 2.80505 0.02 -0.34 -0.02 0.283
O 0.25210 2.31524 1.55776 0.01 -0.42 -0.47 -0.631
C 2.46876 3.10462 1.18519 0.04 0.22 0.16 -1.228
O 2.16314 0.55302 -1.93739 -0.37 0.22 0.34 -0.314
H 0.10117 -0.07168 -7.79885 -0.14 0.02 0.17 0.239
H 0.05119 0.48307 2.99740 -0.09 -0.25 -0.14 0.206
H 5.83593 -0.27575 -0.37854 0.00 -0.05 0.04 0.321
H 5.10809 2.41567 -0.72874 -0.10 0.04 -0.03 0.286
H -1.97894 2.90489 0.66064 -0.06 -0.03 0.00 -0.020
O -1.15138 -1.74477 4.18768 0.35 -0.08 -0.21 -0.148
C -0.28973 -0.24644 -4.76494 -0.45 -0.47 -0.58 -0.098
C -1.01180 -0.29485 -0.08678 0.42 0.22 0.51 0.856
O -4.13840 0.97675 0.36011 0.20 -0.20 -0.04 -0.281
H -2.20153 -1.55844 1.18247 0.10 -0.09 0.16 0.252
H -1.32654 0.58668 0.46358 -0.16 -0.05 -0.02 -0.595
C 0.68598 0.20692 -6.91541 -0.60 -0.06 -0.76 -0.520
H -2.49381 -1.06655 5.62039 0.15 0.21 -0.27 0.289
H -0.87903 1.74473 -6.66228 -0.03 -0.18 -0.02 0.265
C -1.05363 -3.97900 5.00586 1.07 0.21 0.03 -0.655
C -3.67623 2.07650 -0.44310 -0.58 0.38 -0.27 -0.208
O -1.24595 -2.56721 -0.35697 0.05 -0.26 0.05 -0.419
H 4.25136 0.33830 0.16081 -0.10 -0.02 -0.05 -0.010
S 3.39423 0.34985 -2.60457 0.29 0.12 0.29 1.005
C 1.44728 2.11968 1.71117 -0.18 0.66 0.59 0.787
H -2.49564 -3.54671 6.61331 -0.12 0.05 -0.19 0.367
H -0.31916 -3.26127 3.06666 0.18 -0.07 0.01 0.236
H -2.99704 1.73074 -1.21742 0.16 -0.20 0.22 0.129
N 1.94696 1.10471 2.46739 -0.17 0.13 -0.18 -0.150
H -1.02654 -2.60370 6.71189 0.24 -0.16 -0.11 0.251
O 3.43722 -0.09771 -3.93363 0.00 -0.35 -0.68 -0.563
C 1.06718 0.10395 3.08034 0.32 0.94 -0.17 -0.703
H 2.04896 4.10375 1.29048 -0.04 -0.03 0.02 0.393
C 4.92637 0.22729 -0.68883 -0.06 0.06 0.11 -0.010
H 2.67209 2.96746 0.12348 -0.03 -0.25 0.00 0.065
C 0.61085 -0.86850 -5.82398 1.19 -0.16 0.05 -0.315
H 0.03352 -0.15326 -0.36972 -0.05 -0.12 -0.25 0.160
O 4.32019 -0.57852 -1.70354 0.11 -0.15 -0.02 -0.370
C -2.23473 -1.97048 5.06984 -0.32 -0.27 0.68 -0.435
C -0.34989 -2.94756 4.11187 -0.69 0.25 -0.11 -0.381
H -3.12585 -2.30438 4.52614 0.03 0.01 -0.07 0.267
```
Positions in Å, forces in eV/Å.

Summary:
- Relative energy (zero: lowest compared OMol25 entry of this formula, charge and spin): 0.0 kJ/mol
- Structure (SMILES): O=S1(=O)OCCO1.O=S1(=O)OCCO1.O=S1(=O)OCCO1.CNC(C)=O.C1CCOC1.C1CCOC1
- LUMO energy: 0.08 eV
- Frontier orbital gap: 9.1430 eV
- Highest occupied orbital energy: -9.06 eV